DFT (the ωB97M-V functional and the def2-TZVPD basis) results for C28H29LiN2O2PSi as an isolated structure.

Properties
HOMO, eV: -4.32
Charge: -1
Energy relative to the best compared isomer or geometry (same formula, charge and spin), eV: 0.3231

Each line ends with the natural charge from an NBO analysis.
Element x y z (Å)
Li: -1.082 0.167 -0.888  0.875
O: -3.425 -2.707 0.370  -0.685
C: -2.333 -2.218 0.643  0.773
O: -1.742 -1.257 0.061  -0.863
C: -1.548 -2.808 1.819  -0.125
C: -1.922 -4.073 2.259  -0.179
C: -1.192 -4.740 3.227  -0.220
C: -0.056 -4.144 3.759  -0.227
C: 0.310 -2.874 3.344  -0.214
C: -0.443 -2.171 2.401  -0.298
P: 0.071 -0.482 1.837  0.855
C: 0.863 0.282 3.326  -0.239
C: 1.661 1.406 3.079  -0.234
C: 2.164 2.177 4.113  -0.223
C: 1.850 1.866 5.432  -0.218
C: 1.024 0.786 5.693  -0.219
C: 0.534 0.003 4.650  -0.253
C: 1.599 -1.056 0.931  -0.208
C: 1.448 -1.583 -0.353  -0.232
C: 2.546 -2.007 -1.087  -0.208
C: 3.824 -1.920 -0.553  -0.227
C: 3.988 -1.420 0.731  -0.208
C: 2.887 -0.998 1.464  -0.267
H: -2.794 -4.519 1.797  0.239
H: -1.490 -5.730 3.552  0.202
H: 0.549 -4.669 4.488  0.202
H: 1.211 -2.429 3.748  0.211
H: 1.888 1.682 2.054  0.220
H: 2.789 3.033 3.889  0.207
H: 2.234 2.470 6.244  0.202
H: 0.751 0.544 6.713  0.205
H: -0.124 -0.823 4.884  0.221
H: 0.457 -1.688 -0.781  0.232
H: 2.395 -2.401 -2.084  0.211
H: 4.681 -2.246 -1.129  0.204
H: 4.977 -1.354 1.168  0.202
H: 3.045 -0.604 2.460  0.217
C: 2.516 2.118 -0.723  -0.637
C: 1.333 2.576 -1.535  0.254
C: 1.361 3.807 -2.171  -0.374
C: 0.264 4.155 -2.961  -0.149
C: -0.789 3.289 -3.104  -0.352
C: -0.761 2.025 -2.442  0.413
N: 0.314 1.721 -1.639  -0.596
N: -1.723 1.100 -2.498  -1.200
Si: -2.855 0.820 -3.732  1.810
C: -1.990 0.509 -5.369  -1.130
C: -4.097 2.197 -4.061  -1.130
C: -3.838 -0.689 -3.262  -1.124
H: 2.804 2.863 0.023  0.202
H: 3.378 1.962 -1.376  0.214
H: 2.300 1.174 -0.227  0.224
H: 2.213 4.464 -2.055  0.197
H: 0.240 5.118 -3.462  0.195
H: -1.653 3.551 -3.700  0.205
H: -1.480 1.416 -5.708  0.225
H: -2.688 0.199 -6.152  0.218
H: -1.233 -0.271 -5.251  0.230
H: -3.644 3.058 -4.559  0.216
H: -4.554 2.549 -3.132  0.230
H: -4.895 1.822 -4.709  0.220
H: -3.184 -1.556 -3.140  0.241
H: -4.595 -0.929 -4.014  0.213
H: -4.338 -0.541 -2.301  0.248

***

DFT (the ωB97M-V functional and the def2-TZVPD basis) results for C28H29MoNO5PS as an isolated structure at a distorted geometry.

Properties
HOMO, eV: -17.38
Charge: +3
Energy relative to the best compared isomer or geometry (same formula, charge and spin), eV: 0.7264

Each line ends with the natural charge from an NBO analysis.
Element x y z (Å)
Mo: -0.429 -0.111 0.400  1.685
O: 2.797 -2.024 -0.039  -0.339
C: 2.002 -1.447 -0.645  0.819
O: 0.550 -1.532 -0.137  -0.583
C: 2.017 -0.610 -1.879  -0.359
C: 0.745 -0.923 -2.701  0.091
C: 0.933 -0.491 -4.140  -0.432
C: 0.937 1.045 -4.005  -0.435
C: 0.648 1.255 -2.531  0.097
O: -0.201 0.076 -2.151  -0.549
C: 1.852 0.960 -1.620  -0.333
C: 1.354 1.219 -0.211  0.776
O: 1.712 0.618 0.825  -0.512
O: 0.152 1.746 -0.090  -0.618
H: 2.947 -0.812 -2.406  0.304
H: 0.336 -1.918 -2.562  0.254
H: 0.110 -0.843 -4.756  0.259
H: 1.858 -0.892 -4.549  0.257
H: 0.157 1.501 -4.609  0.258
H: 1.885 1.505 -4.285  0.256
H: 0.134 2.177 -2.302  0.246
H: 2.777 1.497 -1.832  0.316
C: -2.320 2.835 0.719  -0.743
S: -2.671 1.223 -0.003  0.489
C: -2.826 1.661 -1.740  -0.737
H: -3.274 3.363 0.734  0.282
H: -1.590 3.381 0.130  0.260
H: -1.979 2.702 1.744  0.257
H: -1.955 2.218 -2.071  0.234
H: -3.721 2.276 -1.830  0.279
H: -2.952 0.746 -2.314  0.269
N: -1.521 -0.954 1.392  -0.621
P: -2.569 -1.451 2.726  1.804
C: -2.067 -0.377 4.039  -0.494
C: -1.180 0.690 3.899  -0.109
C: -0.841 1.465 4.995  -0.208
C: -1.397 1.177 6.236  -0.125
C: -2.276 0.112 6.386  -0.170
C: -2.610 -0.674 5.295  -0.154
C: -2.165 -3.134 2.980  -0.509
C: -0.831 -3.567 2.929  -0.105
C: -0.531 -4.874 3.252  -0.203
C: -1.550 -5.748 3.628  -0.113
C: -2.868 -5.318 3.690  -0.178
C: -3.189 -4.013 3.358  -0.158
C: -4.225 -1.209 2.210  -0.528
C: -5.022 -0.234 2.821  -0.145
C: -6.324 -0.051 2.383  -0.197
C: -6.817 -0.821 1.337  -0.116
C: -6.022 -1.787 0.722  -0.214
C: -4.726 -1.989 1.155  -0.110
H: -0.719 0.927 2.941  0.156
H: -0.141 2.283 4.890  0.249
H: -1.134 1.781 7.094  0.259
H: -2.695 -0.115 7.356  0.260
H: -3.282 -1.515 5.427  0.243
H: -0.032 -2.889 2.650  0.207
H: 0.493 -5.219 3.224  0.251
H: -1.310 -6.775 3.869  0.255
H: -3.648 -6.002 3.997  0.255
H: -4.220 -3.685 3.395  0.240
H: -4.637 0.362 3.639  0.240
H: -6.957 0.682 2.863  0.255
H: -7.835 -0.675 1.001  0.255
H: -6.428 -2.394 -0.076  0.253
H: -4.118 -2.763 0.699  0.226

***

DFT (the ωB97M-V functional and the def2-TZVPD basis) results for a 2-piece molecular cluster, C28H29N2 overall at a distorted geometry.

Properties
HOMO, eV: -9.88
Charge: +1
Energy relative to the best compared isomer or geometry (same formula, charge and spin), eV: 2.1454

Each line ends with the natural charge from an NBO analysis.
Element x y z (Å)
C: 4.125 1.261 1.497  -0.419
N: 2.737 0.841 1.581  -0.294
C: 1.663 1.671 1.631  0.156
C: 0.471 0.907 1.734  -0.119
C: -0.817 1.427 1.898  0.061
C: -2.039 0.704 1.659  -0.088
C: -2.149 -0.305 0.659  -0.177
C: -3.287 -1.101 0.566  -0.213
C: -4.352 -0.914 1.459  -0.139
C: -4.313 0.150 2.371  -0.219
C: -3.202 0.985 2.426  -0.151
C: 0.904 -0.500 1.756  -0.108
C: 0.274 -1.715 1.985  -0.173
C: 1.041 -2.895 2.004  -0.197
C: 2.440 -2.857 1.883  -0.180
C: 3.101 -1.632 1.700  -0.246
C: 2.313 -0.491 1.641  0.195
H: 4.759 0.376 1.572  0.233
H: 4.329 1.768 0.543  0.233
H: 4.372 1.954 2.313  0.233
H: 1.753 2.752 1.568  0.239
H: -0.887 2.492 2.120  0.239
H: -1.318 -0.457 -0.033  0.231
H: -3.339 -1.884 -0.193  0.236
H: -5.215 -1.579 1.432  0.235
H: -5.153 0.329 3.044  0.237
H: -3.184 1.844 3.101  0.227
H: -0.802 -1.736 2.141  0.234
H: 0.538 -3.857 2.121  0.234
H: 3.014 -3.783 1.938  0.237
H: 4.184 -1.566 1.606  0.229
C: -0.824 5.554 3.827  -0.399
N: 0.286 4.873 4.490  -0.451
C: 0.133 3.586 4.867  0.247
C: -0.961 2.793 4.649  -0.376
C: -0.915 1.537 5.430  -0.419
C: 0.444 1.616 6.198  -0.391
C: 1.189 2.856 5.676  -0.445
C: 1.432 5.661 4.853  0.134
C: 1.382 6.497 5.979  -0.230
C: 2.509 7.233 6.349  -0.183
C: 3.670 7.177 5.569  -0.207
C: 3.704 6.380 4.421  -0.221
C: 2.591 5.618 4.064  -0.181
H: -0.500 6.567 3.567  0.225
H: -1.115 5.023 2.908  0.185
H: -1.702 5.618 4.486  0.205
H: -1.831 3.104 4.081  0.196
H: -1.744 1.434 6.147  0.211
H: -0.944 0.651 4.780  0.182
H: 0.244 1.737 7.269  0.215
H: 1.030 0.701 6.070  0.209
H: 2.027 2.555 5.027  0.201
H: 1.616 3.464 6.484  0.231
H: 0.462 6.530 6.568  0.228
H: 2.475 7.848 7.248  0.226
H: 4.547 7.759 5.856  0.227
H: 4.598 6.345 3.798  0.220
H: 2.592 4.975 3.179  0.195

***

| no. | Kohn-Sham gap (eV) |
| --- | --- |
| 1 | 7.00 |
| 2 | 5.34 |
| 3 | 5.06 |